[1]
# C22H67CuF2N5O14S2

A structure of composition C22H67CuF2N5O14S2 in a non-equilibrium geometry (the ωB97M-V functional and the def2-TZVPD basis, OMol25).

Output
highest occupied orbital energy (spin up / spin down)	-2.586 / -6.239	eV
multiplicity	3
net charge	-1
DFT total energy	-131755.2559	eV

Geometry as XYZ:
```
113
Properties=species:S:1:pos:R:3:forces:R:3:lowdin_charge:R:1
Cu -0.98851 2.27968 2.29784 2.0 1.2 0.3 0.65
N 0.30577 1.22556 1.10842 0.4 2.1 3.1 -0.35
S 0.21175 0.30162 -0.10879 0.8 -4.5 -3.1 0.40
O 0.11456 -1.16121 0.09852 -1.1 1.2 0.4 -0.36
O 0.83299 0.61203 -1.36667 -0.7 1.1 -0.9 -0.31
F -1.37323 0.69202 -0.40887 0.0 -0.2 0.1 -0.26
S 1.93660 0.81312 1.23636 0.8 -0.8 -2.3 0.48
O 2.87913 1.51737 0.37164 -0.4 0.1 0.3 -0.33
O 2.29728 -0.48620 1.73891 0.2 -0.2 1.3 -0.32
F 2.17353 1.71254 2.56131 -0.4 0.5 1.2 -0.25
O 0.10525 4.05617 2.75153 -1.1 -1.7 0.4 -0.31
H 1.01350 3.83636 3.03664 -0.8 -0.5 0.3 -0.03
C 4.66916 -1.92435 -0.84035 0.3 0.4 0.7 -0.05
C 4.02687 -1.30513 -2.10046 0.0 0.5 2.8 -0.51
C 4.65274 -0.05299 -2.71932 -0.2 0.0 0.5 -0.02
O 3.96545 -2.31899 -3.01213 0.1 -1.5 -2.6 -0.05
H 5.56496 -2.51203 -1.04100 0.3 0.3 -0.2 0.07
H 3.98906 -2.62965 -0.36274 -0.5 -0.2 -0.4 0.07
H 4.81833 -1.23330 -0.01071 0.3 0.4 -0.2 0.07
H 3.02257 -1.14529 -1.70810 -0.4 1.0 -0.4 0.11
H 4.20482 0.15141 -3.69178 0.1 -0.2 -0.1 0.07
H 5.73934 -0.09836 -2.79236 0.1 -0.4 -0.3 0.07
H 4.46628 0.84522 -2.13063 -0.3 -0.2 0.3 0.07
H 3.60863 -3.10221 -2.58687 -0.1 0.0 0.0 0.09
C 4.61237 3.71559 2.85895 0.6 1.5 0.8 -0.07
C 5.42248 3.30895 1.66045 -1.1 -1.6 -0.2 -0.47
C 5.82006 1.83930 1.77043 -0.1 -0.3 -0.6 -0.05
O 4.62533 3.53656 0.49999 1.3 1.1 -0.2 -0.07
H 4.47977 4.79261 2.75626 -0.4 0.2 0.2 0.08
H 5.18702 3.59398 3.77715 0.0 -0.2 0.2 0.08
H 3.63070 3.25775 2.98064 0.3 -0.3 -0.3 0.06
H 6.34133 3.88539 1.55311 -0.2 0.4 0.1 0.13
H 6.60680 1.65947 1.03776 0.3 -0.3 0.3 0.08
H 4.99312 1.18303 1.49922 -0.2 0.2 -0.1 0.06
H 6.07531 1.53459 2.78538 0.5 0.2 0.0 0.07
H 3.98200 2.83413 0.38030 -0.3 -0.7 0.1 0.01
O 2.04167 4.75121 1.09729 0.3 0.6 -0.5 -0.07
H 2.76078 4.15727 1.31254 0.4 0.0 -0.4 -0.03
H 1.39326 4.60232 1.78549 -0.7 0.2 -0.3 -0.06
O -1.66766 3.45391 0.55735 -0.4 -0.3 0.2 -0.04
H -0.90386 3.91099 0.20534 0.8 0.1 0.1 0.07
H -2.40592 4.02812 0.35365 -0.3 0.1 0.1 0.07
O -2.70792 0.82659 2.12650 0.0 0.7 0.5 -0.03
H -2.94527 0.03487 1.64372 0.5 -0.3 -0.6 0.08
H -3.35467 0.88165 2.83000 -0.2 0.1 0.3 0.06
C -0.16186 -1.11862 4.57817 -1.1 0.1 0.8 -0.03
C -0.95186 0.19382 4.98895 2.4 -2.3 -0.7 -0.36
C -1.06855 0.39175 6.51306 -0.5 -1.6 -0.5 -0.17
O -1.56514 -0.85264 7.12832 0.5 1.4 -0.6 -0.19
C -1.83886 -0.73705 8.51653 0.2 0.4 -0.3 -0.12
N -0.23959 1.35987 4.37617 -2.1 0.2 0.6 0.05
H -0.63401 -1.99397 5.02418 -0.4 0.1 0.2 0.06
H 0.84583 -1.18364 4.98859 0.2 0.6 -0.3 0.09
H -0.18851 -1.33110 3.50942 0.3 0.6 0.0 0.06
H -1.95178 0.09173 4.56725 0.0 0.3 0.0 0.11
H -1.76224 1.23168 6.55062 -0.4 0.1 1.0 0.12
H -0.11420 0.68116 6.95301 0.1 -0.1 0.1 0.13
H -2.21002 -1.68455 8.90716 -0.3 0.1 -0.4 0.09
H -2.53924 0.08809 8.64579 -0.3 -0.1 0.4 0.08
H -0.95691 -0.52529 9.12103 0.4 0.2 -0.2 0.08
H -0.59599 2.09472 4.97036 0.1 1.1 -0.2 0.07
H 0.74375 1.35746 4.60674 0.4 -0.4 -0.5 0.09
C -2.15475 2.45599 -2.75698 -0.7 -0.2 -1.6 -0.06
C -2.31425 3.74706 -3.60069 -0.1 -0.6 1.7 -0.40
C -3.69769 3.89250 -4.35761 2.4 -1.0 0.9 -0.18
O -3.86268 2.75171 -5.15973 0.7 -1.2 -1.9 -0.20
C -2.80817 2.43269 -6.13183 -0.7 0.3 0.2 -0.08
N -2.04986 4.85705 -2.67315 -0.4 0.9 -0.7 0.02
H -2.29055 1.64423 -3.47163 -0.1 -0.5 0.4 0.06
H -2.89921 2.37957 -1.96448 0.0 0.0 0.0 0.08
H -1.15192 2.35400 -2.34223 0.0 0.2 0.0 0.07
H -1.49542 3.67499 -4.31653 -0.1 0.5 -0.3 0.12
H -3.66411 4.82684 -4.91795 -0.3 0.1 -0.1 0.11
H -4.54127 3.81329 -3.67190 0.1 0.5 0.1 0.12
H -1.94248 1.88437 -5.76035 0.0 0.3 0.8 0.08
H -2.47338 3.32227 -6.66535 0.1 0.2 0.2 0.08
H -3.16009 1.74739 -6.90295 -0.9 0.1 0.2 0.08
H -2.80984 4.87308 -2.00811 -0.3 0.1 0.1 0.05
H -1.23362 4.63846 -2.11991 0.3 0.0 -0.1 0.06
C 0.37857 -2.14062 -3.37865 -1.1 0.4 0.1 -0.04
C -1.10128 -1.65387 -3.29931 -0.1 -0.2 -0.7 -0.36
C -1.89315 -1.96179 -4.61469 -0.5 0.0 0.9 -0.16
O -3.21907 -1.35144 -4.55356 0.3 -0.9 -0.2 -0.20
C -4.03616 -1.51562 -5.71261 0.8 0.0 -0.2 -0.13
N -1.74349 -2.25328 -2.09211 0.5 0.7 -1.3 0.05
H 0.84076 -1.76193 -4.29028 0.1 -0.2 -0.1 0.08
H 0.42670 -3.22675 -3.30049 0.0 -0.1 -0.3 0.08
H 0.93131 -1.71711 -2.54006 -0.1 0.0 0.0 0.05
H -1.06851 -0.56832 -3.20645 0.0 0.2 0.0 0.11
H -1.95954 -3.04277 -4.73782 -0.4 -0.3 0.2 0.12
H -1.37887 -1.62501 -5.51480 0.2 0.5 0.0 0.11
H -4.94933 -0.93511 -5.58130 0.3 0.3 -0.1 0.09
H -4.34793 -2.50132 -6.05802 0.0 -0.9 1.2 0.07
H -3.46772 -1.27608 -6.61126 0.1 1.1 -0.2 0.07
H -1.11610 -1.97416 -1.35146 0.2 0.0 0.7 0.03
H -2.61528 -1.78047 -1.90094 -0.2 0.2 -0.1 0.08
C -2.61574 -6.47036 0.30144 -0.3 -0.2 0.2 -0.07
C -2.01831 -5.15214 -0.11761 0.9 0.8 0.6 -0.46
C -0.48911 -5.03707 0.21733 -0.6 1.5 -1.0 -0.20
O -0.11531 -4.83666 1.52880 0.1 -1.2 3.4 -0.19
C -0.58715 -3.72783 2.31691 0.0 0.2 -2.2 -0.08
N -2.22654 -4.93337 -1.53197 0.2 -1.1 -0.7 0.01
H -2.67550 -6.68022 1.36937 0.3 0.3 0.2 0.07
H -2.02426 -7.26513 -0.15307 -0.2 -0.1 -0.2 0.08
H -3.64770 -6.51029 -0.04720 0.0 -0.2 -0.2 0.07
H -2.52814 -4.28100 0.29385 0.0 -0.1 1.3 0.12
H -0.02997 -4.14944 -0.21789 -0.5 0.1 -1.4 0.11
H 0.05709 -5.90317 -0.15635 -0.1 -0.2 0.1 0.13
H -0.22044 -3.78534 3.34176 -0.2 -0.5 -0.2 0.08
H -1.66495 -3.61135 2.20343 -0.3 -0.4 0.7 0.07
H -0.24518 -2.79513 1.86831 0.6 0.2 0.0 0.05
H -3.22020 -4.80252 -1.65695 -0.4 -0.4 -0.2 0.06
H -1.91455 -3.99387 -1.73224 0.5 0.4 -0.5 -0.01
```
Positions in Å, forces in eV/Å.


[2]
# C22H67N11O10

A structure of composition C22H67N11O10 in a non-equilibrium geometry (the ωB97M-V functional and the def2-TZVPD basis, OMol25).

Output
highest occupied orbital energy	-7.518	eV
DFT total energy	-60743.7649	eV

Geometry as XYZ:
```
110
Properties=species:S:1:pos:R:3:forces:R:3:lowdin_charge:R:1
C 8.08608 -11.40695 -7.30410 -4.7 -0.4 -3.4 -0.10
C 7.07958 -12.17619 -6.46481 -0.2 0.7 -1.9 -0.37
C 6.32228 -13.26001 -7.26379 0.9 1.2 0.7 -0.17
O 5.51412 -12.76470 -8.35322 3.4 -0.2 3.4 -0.15
C 4.73130 -13.79734 -8.75130 -2.9 0.8 -2.3 -0.18
N 7.95590 -12.75424 -5.55453 -7.0 -3.4 5.0 0.02
H 8.42490 -10.42431 -6.97592 -3.4 -3.4 4.0 0.04
H 7.61346 -11.14219 -8.24995 -0.6 0.1 0.0 0.10
H 8.95083 -11.99859 -7.60458 -1.3 0.3 -0.6 0.11
H 6.33503 -11.53163 -5.99759 -0.1 0.3 0.0 0.14
H 5.76366 -13.79753 -6.49756 -0.7 0.0 -0.2 0.12
H 7.06773 -13.98725 -7.58554 0.2 -0.1 -0.7 0.13
H 4.17770 -14.35872 -7.99865 0.3 0.0 0.4 0.09
H 5.12040 -14.46111 -9.52339 0.6 -0.2 0.2 0.09
H 4.04184 -13.10174 -9.22973 -1.4 -1.3 -0.8 0.10
H 8.78881 -12.18300 -5.56123 -3.9 -1.1 2.5 -0.10
H 8.22520 -13.61440 -6.01027 0.3 -0.2 0.8 0.09
C 15.71627 -8.68741 -8.55631 -2.0 1.9 -0.2 -0.05
C 14.41906 -8.84251 -9.35202 1.7 -0.4 -0.3 -0.42
C 13.99412 -7.58815 -10.13798 0.4 -0.9 1.5 -0.16
O 13.67263 -6.56487 -9.18786 5.7 -0.9 -1.3 -0.32
C 13.84812 -5.31357 -9.79307 2.1 0.8 -0.6 -0.13
N 14.74061 -9.92259 -10.29645 3.8 1.2 2.3 0.04
H 15.43974 -7.83389 -7.93734 1.0 -0.1 0.7 0.04
H 16.39636 -8.31869 -9.32417 0.9 -0.5 0.5 0.08
H 15.89386 -9.61255 -8.00794 0.5 0.3 -0.2 0.09
H 13.64250 -9.04373 -8.61408 -0.5 -0.6 -0.2 0.13
H 13.11247 -7.86072 -10.71805 -0.1 0.3 0.1 0.08
H 14.75086 -7.35317 -10.88646 0.4 0.5 0.3 0.14
H 13.67570 -4.44606 -9.15605 -0.2 -0.4 0.4 0.08
H 13.14612 -5.18958 -10.61764 0.7 0.0 -0.2 0.07
H 14.89649 -5.21048 -10.07306 0.1 0.0 -0.5 0.12
H 13.93299 -9.83291 -10.89630 3.8 -0.3 -0.4 -0.17
H 15.59066 -9.59308 -10.73114 0.5 -0.2 0.0 0.06
C 11.68518 -6.30637 -9.22868 -2.0 -0.3 -0.4 -0.11
C 10.23839 -5.95878 -9.26522 0.6 -0.7 -0.7 -0.31
C 9.37195 -7.26097 -9.41588 -1.6 1.1 1.3 -0.16
O 9.51957 -8.17841 -8.36457 1.0 -1.4 0.7 -0.22
C 8.79211 -9.44921 -8.49736 0.5 4.7 -2.1 -0.10
N 9.97415 -5.02559 -8.17319 -0.3 -1.9 -1.6 0.01
H 12.04458 -6.39689 -10.25374 -0.8 -0.3 0.1 0.07
H 11.93146 -7.23553 -8.71476 -1.0 -0.1 0.2 0.12
H 12.34029 -5.56084 -8.77801 -2.6 0.3 0.4 0.06
H 10.00652 -5.45686 -10.20459 0.2 -0.1 0.2 0.09
H 9.40281 -7.78522 -10.37103 0.5 0.5 -0.2 0.11
H 8.33565 -6.94387 -9.29913 0.1 -0.3 -1.4 0.08
H 7.72551 -9.22496 -8.51059 -0.2 0.2 -0.6 0.12
H 8.92312 -10.03000 -7.58433 2.3 3.6 -4.6 -0.06
H 9.14552 -9.85015 -9.44732 -0.4 -0.7 0.1 0.10
H 9.88394 -5.54422 -7.31122 0.7 0.8 -1.6 0.01
H 10.72245 -4.37043 -7.99739 0.4 -0.2 -0.3 0.08
C 14.25921 -6.27865 -5.88104 -0.8 1.2 -1.4 -0.04
C 13.31121 -5.06138 -6.31103 2.8 -1.5 0.3 -0.30
O 13.16703 -4.32266 -5.14540 -1.6 0.6 1.1 -0.07
H 14.23951 -6.96549 -6.72720 0.2 -0.3 0.3 0.03
H 13.94774 -6.74361 -4.94569 -0.4 0.0 -0.2 0.07
H 15.28199 -5.93960 -5.71651 0.0 0.1 -0.1 0.07
H 12.44401 -5.44434 -6.84900 -0.5 0.1 0.7 0.08
H 13.81586 -4.36287 -6.97850 0.3 -0.5 -0.6 0.11
H 12.26063 -4.00750 -5.11828 -0.1 0.3 0.3 0.08
C 11.03533 -9.02045 -11.62247 -1.1 0.2 -1.6 -0.07
C 12.13398 -9.90890 -12.22044 -1.9 1.4 0.6 -0.20
O 12.84328 -10.10647 -11.03960 -7.4 -3.2 -2.0 -0.08
H 10.51565 -9.57717 -10.84266 0.1 -0.2 -0.1 0.06
H 10.27083 -8.74515 -12.34900 -0.2 0.2 -0.1 0.09
H 11.40518 -8.12396 -11.12485 0.1 -0.2 -0.4 0.05
H 12.78440 -9.44357 -12.96107 0.0 0.1 0.1 0.13
H 11.71426 -10.83492 -12.61341 0.2 0.0 -0.2 0.12
H 12.29656 -10.70340 -10.52348 0.4 -0.2 0.6 0.15
C 8.50949 -3.73543 -10.42792 -1.5 1.2 -0.3 -0.08
C 9.10590 -3.98782 -11.81569 -2.1 -0.3 0.8 -0.21
O 10.49400 -4.00914 -11.74488 -5.2 -3.8 -4.1 -0.01
H 8.27500 -2.67594 -10.32498 0.1 0.2 0.0 0.09
H 8.99824 -4.03206 -9.49989 0.4 -0.1 -0.6 0.03
H 7.54318 -4.22188 -10.29488 0.0 0.0 -0.7 0.06
H 8.80284 -3.25231 -12.56086 -0.2 0.1 0.2 0.13
H 8.76485 -4.96417 -12.15997 -0.1 -0.1 -0.1 0.12
H 10.75419 -4.70007 -12.35851 0.6 -0.1 -0.1 0.15
C 10.18754 -11.35991 -5.93459 1.9 0.8 -0.1 -0.66
O 9.71032 -12.45375 -6.23369 13.0 -0.3 -2.0 -0.03
N 10.25167 -10.91677 -4.70939 -0.4 -0.7 4.4 0.22
N 10.39122 -10.35480 -6.75448 2.6 -0.5 -2.6 0.13
H 9.78702 -11.55132 -4.07571 0.2 0.3 0.7 0.13
H 10.26647 -9.93588 -4.46906 0.0 -0.3 -0.1 0.12
H 10.34612 -10.74225 -7.68612 1.0 1.2 -0.2 0.13
H 10.74220 -9.43597 -6.52499 0.1 -0.4 -0.4 0.13
C 8.68376 -5.85784 -5.99181 -1.1 3.6 2.3 -0.78
O 9.04612 -4.70783 -6.22155 -0.6 0.7 2.5 0.00
N 7.46964 -6.08281 -5.54087 -2.3 -0.7 1.3 0.17
N 9.37179 -6.94523 -6.06904 2.8 -3.3 0.4 0.20
H 6.77558 -5.36632 -5.69903 -0.1 -0.7 0.5 0.13
H 7.32240 -7.00255 -5.15036 -1.0 0.6 -0.1 0.12
H 8.86840 -7.81952 -6.02093 0.5 0.2 -0.3 0.12
H 10.36565 -6.96281 -6.24801 -0.3 0.0 -0.1 0.13
C 6.14011 -5.51217 -8.89276 -0.7 -3.6 -1.4 -0.79
O 5.66928 -6.42797 -9.55174 0.2 -0.7 -0.5 0.03
N 5.63537 -4.33801 -8.81757 -2.8 6.0 0.5 0.17
N 7.20795 -5.54516 -8.14517 2.1 -0.6 1.7 0.14
H 6.10063 -3.71084 -8.17704 -0.5 0.3 -0.5 0.12
H 4.81656 -3.95768 -9.27034 0.2 -0.8 0.0 0.13
H 7.39955 -4.72724 -7.58447 0.8 -0.5 -0.3 0.09
H 7.87252 -6.30508 -8.17635 -0.7 0.6 0.5 0.07
C 12.24109 -2.39534 -9.86411 2.4 0.2 -0.5 -0.85
O 13.24121 -1.84271 -9.53356 3.6 2.7 2.0 0.04
N 12.24011 -3.16670 -10.88491 4.2 -0.7 -2.2 0.17
N 11.12841 -2.29644 -9.23372 -5.7 0.2 3.3 0.20
H 11.41462 -3.57701 -11.29758 2.1 1.6 1.4 -0.15
H 13.13083 -3.19402 -11.36027 -0.1 0.2 0.2 0.13
H 10.44398 -3.03292 -9.32998 0.1 0.4 -0.3 0.05
H 11.04566 -1.84838 -8.33233 0.6 0.2 -0.3 0.13
```
Positions in Å, forces in eV/Å.


> Among the records above, which one has the highest DFT total energy?

C22H67N11O10


> Which of these has the lowest DFT total energy?

C22H67CuF2N5O14S2


> Which value of DFT total energy does entry 2 give?

-60743.7649 eV


> Look up the DFT total energy of the first one.

-131755.2559 eV